C3H2BrF3OS | ωB97M-V/def2-TZVPD

```
11
Properties=species:S:1:pos:R:3:forces:R:3
C -1.192 1.653 -0.789 -0.769 1.954 -0.989
C 0.050 1.381 -0.500 -0.670 -1.140 1.283
C 0.210 -1.798 0.398 -1.491 1.453 1.480
O 1.960 -0.049 1.370 2.105 0.156 0.438
F -0.558 -1.490 -0.662 0.360 -0.439 0.123
F 1.372 -2.221 0.052 1.087 -0.748 -0.907
F -0.435 -2.751 1.105 0.131 0.191 -0.270
S 0.535 -0.242 1.523 -2.341 -0.480 -1.674
Br 1.750 1.924 -0.532 0.220 0.785 -0.377
H -1.670 2.603 -1.166 1.493 -0.442 0.054
H -2.023 0.991 -0.799 -0.126 -1.289 0.839
```
Positions in Å, forces in eV/Å.

DFT total energy = -94216.6233 eV
Lowest unoccupied orbital energy (alpha / beta) = -0.0315 / -0.0415 Ha